Record 1
DFT (wB97M-V/def2-TZVPD) results for a cluster of 2 separate species, C4H12 in total in a non-equilibrium geometry.

Output
F_max = 0.0517 Eh/bohr
2S+1 = 2
Total charge = +1
Lowest unoccupied orbital energy (alpha / beta) = -2.9 / -11.3 eV

Positions of all 16 atoms, in Å:
C (-1.233, -0.962, -1.582)
C (-1.509, 0.511, -1.286)
H (-0.737, -1.472, -0.672)
H (-2.266, -1.469, -1.774)
H (-0.615, -1.007, -2.561)
H (-2.490, 0.934, -1.528)
H (-0.799, 1.186, -1.762)
H (-1.660, 0.706, -0.276)
C (1.726, 0.137, 2.104)
C (1.044, 0.267, 0.761)
H (1.964, -0.797, 2.641)
H (2.695, 0.701, 2.102)
H (1.094, 0.705, 2.853)
H (1.723, -0.179, -0.010)
H (0.820, 1.250, 0.259)
H (0.100, -0.269, 0.740)

natural (NBO) atomic charge list, values in e, 5 entries: -0.61 -0.60 0.27 0.32 0.26

Record 2
DFT (wB97M-V/def2-TZVPD) results for a cluster of 2 separate species, C2H3NO3S in total in a non-equilibrium geometry.

Output
F_max = 0.0700 Eh/bohr
2S+1 = 1
Lowest unoccupied orbital energy = -1.1 eV

Positions of all 10 atoms, in Å:
C (0.361, 1.027, 1.571)
C (-1.274, -0.529, 0.671)
N (-0.319, -0.094, 1.349)
O (1.379, 1.411, 0.989)
O (0.026, -1.039, -2.105)
O (2.412, -0.568, -2.468)
S (1.064, -0.362, -2.861)
H (-0.047, 1.584, 2.341)
H (-1.743, -1.511, 0.609)
H (-1.859, 0.081, -0.097)

natural (NBO) atomic charge list, values in e, 5 entries: 0.50 0.04 -0.43 -0.57 -0.85

Record 3
DFT (wB97M-V/def2-TZVPD) results for a structure of composition C21H22Cl3LuN2OPS3Si in a non-equilibrium geometry.

Output
F_max = 0.0265 Eh/bohr
2S+1 = 1
Total charge = -1
Lowest unoccupied orbital energy (alpha / beta) = 2.1 / 2.1 eV

Positions of all 55 atoms, in Å:
Lu (-1.995, -0.614, 1.158)
Cl (-3.315, 0.708, 2.925)
Si (0.174, 0.417, 2.683)
Cl (0.927, 0.116, 4.627)
Cl (-1.942, -2.388, 2.981)
S (2.303, 0.613, 1.742)
P (2.101, -0.288, -0.064)
S (0.295, -0.527, -0.842)
C (2.939, -1.901, 0.044)
C (2.195, -3.074, 0.047)
C (2.839, -4.299, 0.183)
C (4.218, -4.351, 0.309)
C (4.963, -3.176, 0.309)
C (4.325, -1.953, 0.183)
C (3.131, 0.653, -1.241)
C (3.718, 1.867, -0.910)
C (4.460, 2.563, -1.859)
C (4.623, 2.044, -3.132)
C (4.034, 0.827, -3.469)
C (3.287, 0.137, -2.529)
H (1.116, -3.022, -0.052)
H (2.256, -5.211, 0.194)
H (4.718, -5.306, 0.411)
H (6.041, -3.215, 0.414)
H (4.901, -1.035, 0.192)
H (3.580, 2.271, 0.084)
H (4.902, 3.517, -1.600)
H (5.201, 2.587, -3.870)
H (4.153, 0.423, -4.466)
H (2.809, -0.801, -2.789)
N (1.680, 5.130, -0.324)
C (0.680, 4.586, -0.177)
C (-0.594, 3.927, -0.007)
C (-1.772, 4.656, 0.029)
C (-2.960, 3.970, 0.181)
C (-2.926, 2.589, 0.299)
N (-1.795, 1.886, 0.274)
C (-0.651, 2.548, 0.126)
H (-1.745, 5.734, -0.058)
H (-3.908, 4.487, 0.221)
H (-3.834, 2.020, 0.433)
H (0.255, 1.959, 0.099)
C (-2.202, -2.528, -0.269)
H (-2.887, -3.363, -0.070)
H (-1.455, -2.885, -0.989)
C (-6.686, -0.816, -0.133)
S (-5.433, -0.307, 1.038)
C (-5.447, -1.816, 1.999)
O (-4.171, -0.346, 0.185)
H (-6.315, -1.687, -0.672)
H (-6.854, 0.011, -0.821)
H (-7.603, -1.044, 0.412)
H (-6.359, -1.822, 2.599)
H (-4.570, -1.807, 2.649)
H (-5.404, -2.663, 1.314)

natural (NBO) atomic charge list, values in e, 5 entries: 1.26 -0.64 0.42 -0.48 -0.61

Record 4
DFT (wB97M-V/def2-TZVPD) results for a cluster of 2 separate species, C2H3NO2 in total in a non-equilibrium geometry.

Output
F_max = 0.1189 Eh/bohr
2S+1 = 1
Structure (SMILES) = C#[N+][O-].C=O
Lowest unoccupied orbital energy = 0.6 eV

Positions of all 8 atoms, in Å:
C (-1.573, -0.824, -0.674)
N (-0.776, -1.048, -1.458)
O (-0.060, -1.467, -2.233)
H (-1.847, -0.156, 0.181)
C (1.040, 0.926, 1.093)
O (-0.126, 0.830, 1.108)
H (1.630, 0.015, 0.833)
H (1.711, 1.725, 1.149)

natural (NBO) atomic charge list, values in e, 5 entries: -0.12 0.22 -0.38 0.27 0.32

Record 5
DFT (wB97M-V/def2-TZVPD) results for a structure of composition C43H39Cl2CrN4O4PS2 in a non-equilibrium geometry.

Output
F_max = 0.0279 Eh/bohr
2S+1 = 5
Lowest unoccupied orbital energy (alpha / beta) = -0.6 / -1.0 eV

Positions of all 96 atoms, in Å:
Cr (-0.502, 0.523, -0.078)
Cl (-0.683, -1.648, -1.061)
C (0.096, -1.517, -2.608)
C (-0.295, -2.353, -3.634)
C (0.365, -2.275, -4.849)
C (1.414, -1.383, -5.008)
C (1.796, -0.559, -3.964)
Cl (3.140, 0.502, -4.182)
C (1.126, -0.574, -2.728)
S (1.556, 0.477, -1.420)
H (-1.104, -3.056, -3.488)
H (0.063, -2.915, -5.666)
H (1.945, -1.327, -5.948)
O (-1.501, 3.157, -0.195)
C (-1.037, 2.278, 0.646)
C (-0.967, 2.689, 2.026)
C (-1.437, 3.918, 2.513)
C (-1.257, 4.252, 3.837)
C (-0.584, 3.389, 4.696)
C (-0.106, 2.173, 4.227)
C (-0.321, 1.800, 2.910)
P (0.299, 0.237, 2.142)
C (-0.512, -1.055, 3.161)
C (-1.432, -1.858, 2.485)
C (-2.119, -2.869, 3.138)
C (-1.892, -3.102, 4.488)
C (-1.005, -2.291, 5.179)
C (-0.329, -1.270, 4.526)
C (2.046, 0.454, 2.631)
C (2.689, -0.030, 3.762)
C (4.015, 0.298, 4.006)
C (4.719, 1.082, 3.106)
C (4.087, 1.564, 1.970)
C (2.755, 1.265, 1.743)
H (-1.932, 4.591, 1.826)
H (-1.625, 5.200, 4.209)
H (-0.422, 3.669, 5.728)
H (0.452, 1.529, 4.894)
H (-1.622, -1.672, 1.437)
H (-2.833, -3.476, 2.595)
H (-2.418, -3.895, 5.003)
H (-0.847, -2.448, 6.239)
H (0.314, -0.626, 5.108)
H (2.172, -0.677, 4.458)
H (4.511, -0.077, 4.891)
H (5.762, 1.307, 3.289)
H (4.628, 2.169, 1.255)
H (2.255, 1.654, 0.864)
O (-4.199, -0.505, 0.873)
C (-5.207, 0.383, 0.408)
N (-5.663, 0.128, -0.935)
C (-5.355, 0.938, -2.040)
O (-6.200, 1.123, -2.898)
C (-4.000, 1.497, -2.052)
C (-3.734, 2.811, -2.564)
C (-2.516, 3.352, -2.404)
C (-1.490, 2.629, -1.611)
N (-1.673, 1.214, -1.509)
C (-2.926, 0.758, -1.620)
H (-4.584, -1.380, 0.980)
H (-4.762, 1.374, 0.470)
H (-6.070, 0.337, 1.079)
H (-6.586, -0.272, -1.019)
H (-4.524, 3.321, -3.099)
H (-2.253, 4.326, -2.792)
H (-0.477, 2.831, -1.968)
H (-3.062, -0.295, -1.408)
C (1.591, -7.084, 2.750)
C (0.942, -6.328, 3.906)
C (1.667, -5.016, 4.201)
N (1.467, -4.071, 3.115)
C (2.384, -3.407, 2.388)
S (1.911, -2.579, 1.028)
N (3.668, -3.452, 2.893)
C (4.905, -3.128, 2.320)
O (5.831, -2.912, 3.070)
C (5.048, -3.173, 0.846)
C (5.780, -2.177, 0.211)
C (5.996, -2.242, -1.155)
C (5.511, -3.319, -1.883)
C (4.795, -4.324, -1.248)
C (4.562, -4.252, 0.113)
H (1.052, -8.005, 2.534)
H (2.623, -7.344, 2.993)
H (1.595, -6.471, 1.847)
H (0.952, -6.941, 4.809)
H (-0.101, -6.106, 3.664)
H (2.732, -5.218, 4.313)
H (1.295, -4.581, 5.134)
H (0.525, -3.974, 2.766)
H (3.748, -3.579, 3.892)
H (6.153, -1.349, 0.797)
H (6.550, -1.457, -1.652)
H (5.697, -3.379, -2.947)
H (4.416, -5.166, -1.813)
H (4.009, -5.036, 0.615)

Löwdin atomic charge list, values in e, 5 entries: 0.18 0.76 -0.60 -0.10 -0.09

Record 6
DFT (wB97M-V/def2-TZVPD) results for a cluster of 2 separate species, H4S3 in total in a non-equilibrium geometry.

Output
F_max = 0.0652 Eh/bohr
2S+1 = 2
Total charge = -1
Lowest unoccupied orbital energy (alpha / beta) = 2.3 / 2.3 eV

Positions of all 7 atoms, in Å:
S (2.251, 2.961, -6.450)
H (1.569, 3.397, -5.409)
H (3.481, 2.490, -6.166)
S (-1.191, -1.274, 4.434)
S (-1.098, -1.773, 2.296)
H (-2.390, -1.800, 4.652)
H (-2.050, -2.692, 2.443)

natural (NBO) atomic charge list, values in e, 5 entries: -0.33 0.16 0.16 -0.59 -0.60

Record 7
DFT (wB97M-V/def2-TZVPD) results for a cluster of 3 separate species, C3H14N2O2 in total in a non-equilibrium geometry.

Output
F_max = 0.0615 Eh/bohr
2S+1 = 2
Total charge = -1
Lowest unoccupied orbital energy (alpha / beta) = 3.9 / 3.9 eV

Positions of all 21 atoms, in Å:
N (-0.903, 0.330, 1.686)
C (-1.319, -0.007, 0.271)
C (-0.693, -1.418, -0.037)
N (0.068, -1.593, -1.225)
C (-0.361, -0.899, -2.458)
H (0.038, -0.091, 1.903)
H (-1.396, -0.179, 2.406)
H (-2.385, -0.198, 0.245)
H (-0.922, 0.645, -0.600)
H (-0.186, -1.917, 0.814)
H (-1.540, -2.058, -0.123)
H (0.459, -2.501, -1.402)
H (0.135, -1.388, -3.235)
H (-1.489, -0.897, -2.682)
H (-0.023, 0.153, -2.366)
H (2.732, -0.053, -0.409)
H (1.334, -0.805, -0.404)
O (2.010, -0.380, 0.213)
H (0.382, 2.877, 1.948)
H (1.157, 3.360, 0.677)
O (0.714, 3.610, 1.455)

natural (NBO) atomic charge list, values in e, 5 entries: -0.87 -0.26 -0.39 -0.75 -0.82

Record 8
DFT (wB97M-V/def2-TZVPD) results for an isolated molecule of C4H7NO2.

Output
F_max = 0.0080 Eh/bohr
2S+1 = 1
Structure (SMILES) = O=C[C@@H]1NC[C@@H]1O
Lowest unoccupied orbital energy = 0.7 eV

Positions of all 14 atoms, in Å:
O (-1.154, 1.713, -1.405)
C (-0.182, 1.006, -1.487)
C (-0.100, -0.370, -0.868)
N (-1.258, -0.773, -0.065)
C (-0.479, -0.627, 1.183)
C (0.812, -0.387, 0.384)
O (1.411, 0.866, 0.612)
H (0.726, 1.324, -2.039)
H (0.164, -1.089, -1.659)
H (-2.013, -0.095, -0.152)
H (-0.696, 0.278, 1.754)
H (-0.532, -1.502, 1.838)
H (1.554, -1.196, 0.384)
H (1.781, 0.866, 1.506)

natural (NBO) atomic charge list, values in e, 5 entries: -0.53 0.44 -0.18 -0.61 -0.25

Q: What is the F_max in the seventh record?
A: 0.0615 Eh/bohr